# 1
ORCA calculation (ωB97M-V/def2-TZVPD) on a 10-piece molecular cluster, C54H123N5O10 overall at a distorted geometry.

Relative energy (zero: lowest compared OMol25 entry of this formula, charge and spin)   61.7 kcal/mol
Electronic energy   -3157.19042 Ha
Gap between HOMO and LUMO   8.33 eV
E_HOMO   -8.0 eV
SMILES   CC1(C)CCCC(C)(C)N1O.CC1(C)CCCC(C)(C)N1O.CC1(C)CCCC(C)(C)N1O.CC1(C)CCCC(C)(C)N1O.CC1(C)CCCC(C)(C)N1O.CCO.CCO.CCO.CCO.CO

ORCA input file:
```
! RIJCOSX wB97M-V def2-TZVPD def2/J DEFGRID3
* xyz 0 1
C 2.53 -3.69 1.90
C 3.25 -3.74 3.25
C 2.78 -2.53 4.09
C 2.77 -5.01 3.94
C 3.69 -5.41 5.09
C 5.07 -5.62 4.54
C 5.68 -4.38 3.88
C 6.07 -3.36 4.97
C 6.91 -4.76 3.07
N 4.66 -3.84 2.97
O 5.13 -2.67 2.32
H 2.84 -2.85 1.27
H 2.74 -4.65 1.44
H 1.45 -3.59 2.04
H 2.76 -1.60 3.52
H 1.78 -2.74 4.45
H 3.46 -2.39 4.93
H 1.76 -4.97 4.36
H 2.62 -5.84 3.23
H 3.61 -4.70 5.92
H 3.27 -6.33 5.51
H 5.06 -6.46 3.85
H 5.78 -5.94 5.33
H 6.82 -3.90 5.57
H 5.30 -3.19 5.72
H 6.41 -2.44 4.51
H 7.43 -5.65 3.45
H 7.63 -3.95 3.05
H 6.64 -5.05 2.05
H 5.28 -2.97 1.42
C -6.20 1.12 -0.51
C -6.14 0.63 0.93
C -5.31 1.62 1.76
C -7.57 0.53 1.45
C -7.71 -0.35 2.67
C -7.08 -1.72 2.41
C -5.61 -1.67 2.00
C -4.72 -1.42 3.21
C -5.29 -3.06 1.44
N -5.52 -0.69 0.95
O -4.32 -0.77 0.20
H -6.85 1.98 -0.64
H -5.23 1.41 -0.91
H -6.50 0.31 -1.19
H -4.24 1.42 1.63
H -5.51 2.67 1.53
H -5.47 1.51 2.84
H -7.89 1.56 1.66
H -8.27 0.16 0.70
H -7.20 0.12 3.52
H -8.73 -0.51 3.04
H -7.68 -2.25 1.66
H -7.20 -2.24 3.37
H -3.73 -1.15 2.81
H -4.61 -2.27 3.87
H -4.91 -0.53 3.83
H -4.23 -3.10 1.18
H -5.88 -3.24 0.54
H -5.46 -3.81 2.20
H -4.61 -1.30 -0.56
C 5.67 -4.48 -2.66
C 4.22 -4.21 -3.14
C 3.56 -5.53 -3.56
C 3.38 -3.63 -2.00
C 3.67 -2.16 -1.72
C 3.40 -1.39 -3.00
C 4.27 -1.85 -4.17
C 3.68 -1.20 -5.43
C 5.68 -1.29 -3.98
N 4.17 -3.30 -4.28
O 4.82 -3.78 -5.44
H 6.11 -5.28 -3.26
H 6.31 -3.60 -2.73
H 5.63 -4.85 -1.64
H 4.09 -5.93 -4.42
H 3.66 -6.26 -2.75
H 2.53 -5.38 -3.85
H 2.30 -3.82 -2.07
H 3.57 -4.30 -1.15
H 3.05 -1.86 -0.87
H 4.70 -2.11 -1.36
H 3.51 -0.33 -2.77
H 2.35 -1.55 -3.27
H 2.86 -1.78 -5.86
H 4.46 -1.01 -6.17
H 3.21 -0.24 -5.18
H 5.67 -0.20 -3.88
H 6.37 -1.54 -4.79
H 6.13 -1.56 -3.02
H 5.74 -3.85 -5.15
C -3.69 5.35 -0.26
C -3.93 4.85 -1.69
C -2.98 3.70 -1.99
C -5.34 4.24 -1.67
C -6.42 5.32 -1.70
C -6.23 6.19 -2.94
C -4.86 6.90 -2.97
C -4.66 7.49 -4.36
C -4.82 7.97 -1.90
N -3.86 5.84 -2.74
O -2.54 6.40 -2.78
H -3.66 4.50 0.42
H -2.75 5.91 -0.13
H -4.43 6.10 0.02
H -3.10 2.97 -1.18
H -3.16 3.19 -2.94
H -1.91 3.94 -1.96
H -5.56 3.54 -2.48
H -5.47 3.70 -0.74
H -7.37 4.82 -1.95
H -6.56 5.90 -0.79
H -7.05 6.91 -3.04
H -6.29 5.54 -3.82
H -4.92 6.82 -5.18
H -3.61 7.74 -4.50
H -5.26 8.40 -4.46
H -3.80 8.19 -1.57
H -5.32 7.70 -0.96
H -5.32 8.91 -2.15
H -2.23 6.05 -3.62
C 3.10 3.09 4.05
C 3.17 2.50 2.63
C 2.23 1.28 2.55
C 2.58 3.57 1.71
C 2.90 3.34 0.24
C 4.39 3.24 0.08
C 5.03 2.12 0.89
C 4.75 0.80 0.17
C 6.54 2.35 0.89
N 4.55 2.19 2.27
O 5.04 1.10 3.04
H 3.75 3.96 4.12
H 2.05 3.32 4.21
H 3.49 2.38 4.78
H 2.51 0.45 3.20
H 1.24 1.65 2.77
H 2.29 0.90 1.53
H 1.49 3.55 1.78
H 2.89 4.59 1.94
H 2.40 2.45 -0.16
H 2.51 4.14 -0.40
H 4.86 4.20 0.35
H 4.65 3.12 -0.98
H 5.04 -0.07 0.79
H 5.26 0.67 -0.78
H 3.68 0.61 0.00
H 6.89 2.45 -0.15
H 7.06 1.46 1.26
H 6.83 3.25 1.42
H 4.64 0.31 2.66
C -2.20 4.45 3.04
C -1.16 3.51 2.49
O -1.59 2.14 2.62
H -3.19 4.17 2.68
H -2.00 5.47 2.69
H -2.26 4.57 4.12
H -0.24 3.62 3.07
H -1.01 3.67 1.42
H -1.19 1.67 1.88
C 0.23 -0.83 0.41
C -0.97 -0.36 -0.40
O -1.27 1.00 -0.08
H -0.01 -0.72 1.47
H 1.12 -0.32 0.06
H 0.28 -1.91 0.25
H -1.81 -0.96 -0.03
H -0.87 -0.51 -1.48
H -2.23 1.13 -0.06
C -0.39 -5.49 -2.04
C -1.10 -4.22 -1.58
O -2.52 -4.42 -1.57
H -0.51 -5.56 -3.12
H -0.82 -6.35 -1.53
H 0.69 -5.48 -1.88
H -0.84 -3.42 -2.28
H -0.74 -3.81 -0.63
H -2.76 -4.63 -0.67
C -3.55 -0.75 -3.08
C -4.73 -1.70 -3.06
O -4.63 -2.65 -1.98
H -2.59 -1.27 -3.12
H -3.56 -0.15 -2.17
H -3.68 -0.09 -3.94
H -4.88 -2.30 -3.96
H -5.63 -1.09 -2.93
H -3.91 -3.25 -2.25
C 0.81 1.77 -2.80
O 1.74 1.92 -3.87
H -0.19 1.67 -3.24
H 1.00 0.92 -2.15
H 0.72 2.66 -2.18
H 1.39 1.41 -4.60
*
```

Atom charges from the Mulliken analysis, given in e for atoms 1 to 99: C -1.9935; C 1.8879; C -1.2257; C -1.3210; C -0.7178; C -1.3086; C 1.6528; C -1.7747; C -1.9103; N 0.4237; O -0.2098; H 0.0516; H 0.5418; H 0.3737; H -0.1383; H 0.4744; H 0.3168; H 0.4715; H 0.3664; H 0.3216; H 0.4180; H 0.3651; H 0.5163; H 0.4671; H 0.4049; H 0.3532; H 0.4053; H 0.3609; H 0.3602; H 0.2430; C -1.7753; C 1.9359; C -2.0331; C -1.1752; C -0.8182; C -1.1889; C 1.5707; C -1.6230; C -2.1038; N 0.1570; O 0.9641; H 0.5602; H -0.0336; H 0.3966; H 0.1719; H 0.5217; H 0.3228; H 0.4067; H 0.3925; H 0.3478; H 0.4138; H 0.3654; H 0.4073; H 0.1448; H 0.4863; H 0.3000; H 0.2250; H 0.4129; H 0.5619; H -0.0837; C -1.8100; C 2.1796; C -2.0999; C -0.8500; C 0.7630; C -1.5236; C 2.1566; C -1.7900; C -1.9681; N 0.1508; O -0.4868; H 0.5045; H 0.3331; H 0.3787; H 0.4518; H 0.4051; H 0.3974; H -0.5036; H 0.4315; H -0.8060; H 0.1280; H 0.6699; H 0.2470; H 0.4311; H 0.3490; H 0.2554; H 0.4025; H 0.4435; H 0.3010; H 0.3728; C -1.2140; C 2.4973; C -2.0537; C -0.1389; C -0.9093; C -1.4527; C 1.7009; C -1.9224; C -1.6338

# 2
ORCA calculation (ωB97M-V/def2-TZVPD) on a 12-piece molecular cluster, C24H72O24 overall at a distorted geometry.

Relative energy (zero: lowest compared OMol25 entry of this formula, charge and spin)   114.1 kcal/mol
Electronic energy   -2762.66427 Ha
Gap between HOMO and LUMO (spin up / spin down)   9.09 / 2.38 eV
E_HOMO (spin up / spin down)   -11.4 / -11.4 eV

ORCA input file:
```
! RIJCOSX wB97M-V def2-TZVPD def2/J DEFGRID3
* xyz 1 2
C 20.33 -0.87 22.52
C 20.33 -2.32 23.09
O 20.68 -3.43 22.22
O 18.99 -0.38 22.28
H 20.94 -0.80 21.62
H 20.79 -0.11 23.16
H 19.41 -2.58 23.60
H 21.19 -2.32 23.77
H 21.26 -3.13 21.52
H 18.89 0.56 22.11
C 13.38 -6.51 18.08
C 12.39 -7.77 17.94
O 12.23 -8.02 16.57
O 14.71 -6.91 17.76
H 13.41 -5.93 19.00
H 12.92 -5.78 17.42
H 11.39 -7.52 18.31
H 12.67 -8.70 18.43
H 11.35 -8.30 16.30
H 14.72 -7.50 17.00
C 19.09 -11.20 20.25
C 18.02 -11.87 19.27
O 18.44 -12.49 18.01
O 19.59 -10.14 19.58
H 19.99 -11.78 20.45
H 18.60 -10.89 21.17
H 17.39 -11.12 18.79
H 17.27 -12.49 19.75
H 18.83 -11.79 17.47
H 20.41 -9.93 20.05
C 21.04 -10.81 25.43
C 20.19 -11.41 24.21
O 19.50 -10.37 23.49
O 22.12 -11.58 25.54
H 20.54 -11.03 26.38
H 21.33 -9.78 25.21
H 19.61 -12.29 24.47
H 20.86 -11.70 23.40
H 18.79 -10.08 24.07
H 21.84 -12.50 25.53
C 13.89 -6.79 22.42
C 15.18 -6.00 22.63
O 15.29 -4.91 21.61
O 12.72 -6.14 22.77
H 13.82 -7.68 23.05
H 13.75 -7.02 21.36
H 16.08 -6.57 22.40
H 15.21 -5.65 23.66
H 16.19 -4.83 21.29
H 12.58 -6.23 23.72
C 19.72 -5.49 17.05
C 19.76 -4.36 18.14
O 18.90 -3.36 17.72
O 18.43 -6.02 17.04
H 20.29 -6.33 17.46
H 20.12 -5.12 16.11
H 20.79 -4.07 18.38
H 19.51 -4.86 19.08
H 18.35 -3.33 18.51
H 17.89 -5.23 17.08
C 18.34 -9.09 15.42
C 16.98 -9.73 15.67
O 16.55 -10.14 14.33
O 18.77 -8.62 16.65
H 18.15 -8.28 14.70
H 18.97 -9.80 14.88
H 16.41 -8.92 16.12
H 16.86 -10.63 16.28
H 15.68 -9.75 14.32
H 18.58 -7.69 16.80
C 16.51 -3.02 15.40
C 15.49 -3.81 16.22
O 16.05 -4.47 17.37
O 16.99 -1.99 16.21
H 16.18 -2.40 14.57
H 17.32 -3.67 15.06
H 15.06 -4.49 15.49
H 14.65 -3.16 16.47
H 15.45 -5.07 17.83
H 17.55 -2.40 16.87
C 22.67 -9.57 21.36
C 24.11 -9.99 21.09
O 24.55 -11.16 21.78
O 21.99 -8.84 20.35
H 22.68 -8.98 22.28
H 22.02 -10.43 21.51
H 24.80 -9.18 21.32
H 24.17 -10.22 20.03
H 24.43 -11.02 22.72
H 21.71 -8.01 20.75
C 18.83 -7.32 21.54
C 18.02 -7.32 20.24
O 17.22 -6.20 20.07
O 20.02 -6.62 21.28
H 19.02 -8.35 21.86
H 18.35 -6.68 22.27
H 17.32 -8.15 20.13
H 18.56 -7.30 19.30
H 16.47 -6.36 19.50
H 19.88 -5.68 21.17
C 24.15 -5.60 21.45
C 23.42 -6.35 22.58
O 22.78 -5.32 23.35
O 23.20 -4.88 20.69
H 24.65 -6.29 20.78
H 24.88 -4.91 21.87
H 24.14 -6.92 23.17
H 22.74 -7.05 22.09
H 22.34 -4.78 22.68
H 23.27 -5.24 19.80
C 20.14 -5.65 24.99
C 19.65 -4.95 26.37
O 19.42 -5.98 27.35
O 19.42 -6.93 24.90
H 21.20 -5.92 24.93
H 19.84 -5.01 24.16
H 18.71 -4.43 26.16
H 20.39 -4.23 26.71
H 19.12 -6.72 26.82
H 19.47 -7.20 23.98
*
```

Atom charges from the Mulliken analysis, given in e for atoms 1 to 99: C -0.5385; C -0.4009; O -0.2641; O -0.5476; H 0.2778; H 0.3990; H 0.3381; H 0.3084; H 0.1275; H 0.2999; C -0.3045; C -0.7923; O -0.5227; O -0.1522; H 0.6138; H 0.1960; H 0.4490; H 0.3033; H 0.3094; H 0.0313; C 0.0546; C -0.7269; O -0.5530; O -0.1321; H 0.4513; H 0.1434; H 0.1308; H 0.4710; H 0.3180; H 0.1601; C -0.2812; C -0.7021; O -0.2730; O -0.5389; H 0.3533; H 0.2209; H 0.3992; H 0.3066; H 0.2199; H 0.3201; C -0.5070; C 0.7005; O -0.6328; O -0.5538; H 0.4201; H 0.0140; H -0.5103; H 0.3010; H 0.3125; H 0.3349; C -0.4828; C -0.3058; O -0.6447; O -0.3065; H 0.4293; H 0.2824; H 0.4346; H -0.2569; H 0.4276; H 0.0311; C -0.3225; C 0.4746; O -0.4949; O -0.0150; H 0.3518; H 0.3838; H -0.3038; H 0.1794; H 0.3623; H 0.3453; C -0.6113; C -0.3796; O -0.2413; O -0.5753; H 0.3716; H 0.1597; H 0.3329; H 0.3855; H -0.0287; H 0.5472; C 0.4373; C -0.7335; O -0.5474; O -0.5905; H 0.2538; H 0.0148; H 0.2247; H 0.3387; H 0.3279; H -0.0202; C -0.3283; C -0.5476; O 0.0481; O 0.7415; H -0.0066; H 0.3003; H 0.6324; H 0.1179; H -0.1885

# 3
ORCA calculation (ωB97M-V/def2-TZVPD) on a 2-piece molecular cluster, C5H6N overall at a distorted geometry.

Relative energy (zero: lowest compared OMol25 entry of this formula, charge and spin)   182.4 kcal/mol
Electronic energy   -248.32507 Ha
Gap between HOMO and LUMO   9.20 eV
E_HOMO   -14.4 eV

ORCA input file:
```
! RIJCOSX wB97M-V def2-TZVPD def2/J DEFGRID3
* xyz 1 1
C -0.54 -2.14 0.39
C -0.01 -1.05 1.36
C -0.28 -1.30 -0.72
C 0.86 -1.41 0.22
C -0.54 -0.26 0.26
N 0.36 1.54 -0.41
H -0.73 -3.15 0.47
H 0.08 -1.11 2.41
H -0.48 -1.30 -1.82
H -0.54 2.09 -0.34
H 0.55 1.34 -1.49
H 1.27 1.79 0.07
*
```

Electronic structure analysis, Mulliken charges in units of e: C -0.3846; C -0.0143; C -0.0003; C -0.5417; C 0.2487; N -0.7101; H 0.4411; H 0.4996; H 0.4450; H 0.3375; H 0.3482; H 0.3310

# 4
ORCA calculation (ωB97M-V/def2-TZVPD) on C6H11O as an isolated structure at a distorted geometry.

Relative energy (zero: lowest compared OMol25 entry of this formula, charge and spin)   117.1 kcal/mol
Electronic energy   -310.23012 Ha
Gap between HOMO and LUMO   4.13 eV
E_HOMO   -1.9 eV

ORCA input file:
```
! RIJCOSX wB97M-V def2-TZVPD def2/J DEFGRID3
* xyz -1 1
C 3.31 -0.84 -0.63
O 4.57 -0.44 -0.29
C 2.27 0.02 0.07
C -1.48 1.65 0.25
C -1.95 0.50 0.68
C -2.03 -0.47 1.63
C -2.84 0.43 -0.64
H 3.19 -0.72 -1.75
H 3.15 -1.94 -0.52
H 2.48 1.05 -0.19
H 1.25 -0.32 -0.21
H -0.81 1.94 -0.55
H 2.27 -0.10 1.16
H -2.88 -1.13 1.61
H -1.23 -0.69 2.32
H -3.65 1.15 -0.64
H -2.31 0.50 -1.59
H -3.28 -0.57 -0.68
*
```

Electronic structure analysis, Mulliken charges in units of e: C -0.3674; O -0.9046; C -0.7617; C -0.5817; C 0.8287; C -0.9680; C -1.2085; H 0.1321; H 0.2080; H 0.2545; H 0.1768; H 0.3431; H 0.2645; H 0.2568; H 0.2727; H 0.3395; H 0.3348; H 0.3805